A molecular structure, C23H43Cl3N3O4SiTb in a non-equilibrium geometry, computed with ωB97M-V with the def2-TZVPD basis set.

Output
* multiplicity: 7
* energy above the lowest of the compared OMol25 structures with the same formula, charge and spin: 5.0298 eV
* HOMO-LUMO gap (spin up / spin down): 7.40 / 7.40 eV

Each line ends with the Mulliken charge.
Element x y z (Å)
C -1.5256 -1.0827 -3.5955  -1.637
C -0.5061 -2.0376 -3.0986  0.568
H -1.0405 -0.4127 -4.3221  0.254
H -2.0088 -0.4967 -2.8014  0.080
H -2.3059 -1.6401 -4.1473  0.406
C 0.1187 -2.8597 -3.9785  -0.031
C 0.1110 -2.6697 -5.4697  -1.478
H 0.5724 -3.8072 -3.6438  0.555
H 0.2586 -1.6023 -5.7435  0.287
H -0.8308 -3.0272 -5.9423  0.301
H 0.9345 -3.2496 -5.9289  0.375
Tb -1.6838 0.1493 0.3629  0.230
Cl -2.4127 -2.3328 0.9547  -0.477
C -0.8767 -0.7766 3.2964  -0.263
O -0.5771 -0.0245 2.3189  -0.010
N -0.0724 -0.9326 4.3271  0.245
C 1.1435 -0.1249 4.4110  -0.697
C -0.2451 -2.0623 5.2275  -0.886
H -1.8100 -1.3508 3.2805  0.509
H 0.8703 0.9378 4.3770  0.227
H 1.8382 -0.3635 3.5938  0.177
H 1.6184 -0.3500 5.3681  0.351
H -1.2949 -2.1070 5.5403  0.337
H 0.3954 -1.9244 6.0974  0.303
H 0.0157 -3.0118 4.7335  0.322
H -1.2803 4.2778 4.6029  0.307
H -3.9852 4.5367 4.6359  0.324
C -1.3898 4.5915 3.5518  -0.929
C -3.8499 4.7812 3.5686  -0.887
N -2.6631 4.1394 3.0119  0.184
H -0.5824 4.1756 2.9488  0.242
C -2.7450 3.0513 2.2237  0.051
O -1.7653 2.4305 1.7442  -0.424
H -4.7216 4.4469 2.9975  0.313
H -3.7770 2.7285 1.9998  0.251
H -1.3680 5.6901 3.5412  0.342
H -3.7387 5.8743 3.4980  0.293
H -2.1457 5.5587 -2.4170  0.331
H -0.0071 2.5355 -3.3834  0.212
C -1.0849 5.4260 -2.1624  -0.861
C 0.3155 3.4846 -2.9426  -0.759
N -0.7580 4.0039 -2.1049  0.192
H -0.8922 5.9209 -1.1994  0.331
C -1.3386 3.1724 -1.2405  -0.140
O -1.0135 1.9673 -1.1034  -0.317
H 1.2198 3.3201 -2.3452  0.315
H -2.1423 3.6261 -0.6362  0.406
H -0.4571 5.8812 -2.9348  0.274
H 0.5289 4.2115 -3.7301  0.367
O -0.1987 -0.9301 -0.9158  0.259
C -0.3155 -2.1790 -1.6070  -0.711
C 2.0346 -3.3352 -1.9513  0.499
C 0.7651 -3.2585 -1.3295  0.266
H 2.3603 -2.6141 -2.7136  0.944
C 2.9156 -4.4005 -1.6998  -1.437
H -1.2716 -2.5648 -1.2237  0.499
C 0.3872 -4.3204 -0.4975  -0.412
H 3.8720 -4.4413 -2.2347  0.366
C 2.5482 -5.4172 -0.8115  -0.624
C 1.2605 -5.3866 -0.2484  -0.770
H -0.6154 -4.2951 -0.0582  0.273
H 3.2609 -6.1984 -0.5577  0.378
H 0.9058 -6.2072 0.3703  0.395
Si 1.9615 -0.5662 -0.7741  1.792
Cl 2.1629 -0.3025 -2.8397  -0.423
C 3.8382 -1.1549 -0.8006  -1.519
C 1.8348 -1.7354 0.8066  -1.101
C 1.8142 1.1198 0.0566  -0.764
H 4.0864 -1.9226 -0.0474  0.322
H 4.3797 -0.2141 -0.6092  0.381
H 4.1308 -1.5494 -1.7877  0.352
H 2.8593 1.4911 0.0958  0.484
H 1.3582 1.1248 1.0634  0.132
H 1.1997 1.7772 -0.5694  -0.318
H 2.2088 -2.7389 0.5585  0.351
H 0.8465 -1.8652 1.2591  -0.098
H 2.5029 -1.3495 1.5850  0.520
Cl -4.1379 0.7619 0.1399  -0.501

---

A molecular structure, C23H43N2O2P3Pd in a non-equilibrium geometry, computed with ωB97M-V with the def2-TZVPD basis set.

Output
* multiplicity: 5
* total charge: +4
* HOMO-LUMO gap (spin up / spin down): 6.87 / 2.38 eV

Each line ends with the Mulliken charge.
Element x y z (Å)
Pd 1.1360 0.6107 0.0749  0.689
P 0.6837 2.8747 -0.1948  0.794
P -3.9183 -0.5774 -0.9517  0.944
P 3.1999 0.3316 -0.6161  0.894
H -1.7662 -4.7402 -4.1043  0.328
C -0.8313 -4.9552 -3.5919  -0.195
C -0.8077 -5.3498 -2.3130  -0.219
H -1.7214 -5.3236 -1.7094  0.325
C 0.4767 3.4852 -1.9043  -1.156
C -0.8264 3.4468 0.6630  -1.016
C 1.9981 3.9525 0.4813  -1.173
C -5.5906 -1.0760 -1.4341  -1.076
C -3.8309 0.2267 0.6810  -0.895
C -3.2520 0.6084 -2.0846  -0.774
C 3.5399 -1.4242 -0.5000  -0.993
C 4.3838 1.0770 0.5134  -1.302
C 3.4282 0.8774 -2.3087  -1.331
H 0.0679 -4.9920 -4.1993  0.316
H 0.0849 -5.8492 -1.9035  0.361
H 0.5861 4.5802 -1.9292  0.461
H -0.5137 3.2003 -2.2876  0.322
H 1.2267 3.0277 -2.5598  0.339
H -0.9142 4.5437 0.5908  0.461
H -0.7999 3.1544 1.7191  0.337
H -1.7145 2.9862 0.2101  0.192
H 1.8186 4.9824 0.1651  0.505
H 2.9827 3.6298 0.1324  0.330
H 1.9906 3.9018 1.5764  0.289
H -6.3489 -0.4117 -1.0294  0.398
H -5.7835 -2.0965 -1.0181  0.404
H -5.6381 -1.1159 -2.5304  0.395
H -4.6983 0.8867 0.8597  0.443
H -2.9119 0.8280 0.7212  0.064
H -3.7821 -0.5234 1.4841  0.387
H -4.0465 1.1334 -2.6121  0.496
H -2.6089 0.0961 -2.7812  0.355
H -2.6623 1.3340 -1.5445  -0.012
H 4.5820 -1.5747 -0.2094  0.640
H 3.3432 -1.8729 -1.4767  0.026
H 2.8615 -1.8757 0.2339  0.327
H 5.2416 0.4001 0.5259  0.525
H 3.9531 1.1678 1.5175  0.315
H 4.6896 2.0496 0.1244  0.422
H 4.3694 0.4411 -2.6745  0.482
H 3.4964 1.9775 -2.3307  0.430
H 2.5988 0.5430 -2.9545  0.314
C -0.3341 -1.7407 -1.2290  0.676
C -0.0828 -1.1532 -2.5403  0.288
C 0.9091 -1.6506 -3.3637  -0.761
C 1.6769 -2.7425 -2.9530  -0.494
C 1.4239 -3.3742 -1.7379  -0.925
C 0.4086 -2.9537 -0.9186  -0.499
O -1.1504 -1.2318 -0.3799  -0.661
H -3.1516 -1.7812 -0.8721  -0.088
H -0.6224 -0.2324 -2.7990  0.268
H 1.0874 -1.1739 -4.3407  0.576
H 2.4388 -3.1367 -3.6059  0.518
H 1.9792 -4.2624 -1.4612  0.512
H 0.0894 -3.5034 -0.0295  0.565
N -0.5089 1.4165 7.1125  -0.323
C -0.8960 0.4344 6.2385  0.248
O -1.6044 -0.4956 6.6049  -0.555
C -0.3441 0.5302 4.8442  0.983
C 0.6213 1.4554 4.4285  -0.924
C 1.0822 1.4452 3.1058  -0.806
N 0.6028 0.5627 2.2066  0.144
C -0.2810 -0.3729 2.5919  -0.379
C -0.7790 -0.4030 3.8986  -0.706
H -0.9660 1.3666 8.0088  0.282
H -0.1500 2.3061 6.8022  0.168
H 1.0336 2.2038 5.1030  0.355
H 1.8462 2.1503 2.7637  0.315
H -0.5841 -1.1045 1.8372  0.506
H -1.5167 -1.1548 4.1641  0.550

---

A molecular structure, C23H43N2O2P3Ru in a non-equilibrium geometry, computed with ωB97M-V with the def2-TZVPD basis set.

Output
* multiplicity: 5
* total charge: +4
* energy above the lowest of the compared OMol25 structures with the same formula, charge and spin: 2.0319 eV
* HOMO-LUMO gap (spin up / spin down): 7.14 / 4.19 eV

Each line ends with the Mulliken charge.
Element x y z (Å)
Ru -0.3053 -0.0422 -0.1528  0.241
P 1.7131 0.2067 -1.0465  0.912
P -1.1926 -0.4039 -2.3770  1.084
P -0.0413 0.5522 2.0547  1.329
H -1.0918 -2.6666 -0.5235  0.436
C -1.1410 -1.9979 0.3426  -0.732
C -2.2309 -1.0730 0.4751  -0.558
H -3.0231 -1.0668 -0.2776  0.342
C 2.3547 -1.4410 -1.5011  -1.615
C 1.9872 1.1090 -2.6377  -1.348
C 2.9150 1.1342 -0.0219  -1.174
C -2.9457 -0.9374 -2.6466  -1.599
C -1.2529 1.0474 -3.5292  -1.417
C -0.3797 -1.7039 -3.4005  -1.186
C -1.4643 0.4255 3.2191  -1.553
C 0.4027 2.2984 2.4263  -1.389
C 1.2298 -0.3746 2.9992  -0.961
H -0.6604 -2.3777 1.2497  0.374
H -2.5682 -0.8056 1.4779  0.209
H 3.3138 -1.5781 -0.9720  0.484
H 2.5184 -1.4756 -2.6020  0.505
H 1.6500 -2.2518 -1.2291  0.471
H 3.0711 1.2352 -2.8109  0.568
H 1.5280 2.1056 -2.6007  0.327
H 1.5634 0.5540 -3.4828  0.406
H 3.8944 1.1552 -0.5276  0.543
H 3.0202 0.6855 0.9734  0.223
H 2.5696 2.1714 0.1071  0.273
H -3.1100 -1.1480 -3.7149  0.537
H -3.6417 -0.1452 -2.3388  0.340
H -3.1625 -1.8503 -2.0803  0.510
H -1.4227 0.7034 -4.5610  0.470
H -0.3285 1.6287 -3.5024  0.307
H -2.0813 1.7082 -3.2436  0.341
H -1.0728 -2.0455 -4.1814  0.542
H -0.1212 -2.5596 -2.7685  0.294
H 0.5326 -1.3257 -3.8724  0.299
H -1.1648 0.6855 4.2459  0.498
H -1.8656 -0.5930 3.2295  0.508
H -2.2549 1.1224 2.9085  0.345
H 0.5765 2.4427 3.5029  0.512
H -0.4285 2.9509 2.1341  0.390
H 1.3008 2.6088 1.8836  0.323
H 1.0508 -0.2476 4.0772  0.580
H 2.2389 -0.0294 2.7508  0.416
H 1.1976 -1.4560 2.7954  -0.390
C 2.2686 -3.8852 1.8613  0.540
C 3.4294 -4.6093 1.5100  -0.232
C 3.8148 -5.7218 2.2810  -0.497
C 3.1068 -6.0861 3.4289  -0.417
C 2.1227 -5.2147 3.8982  -0.526
C 1.7069 -4.1216 3.1302  -0.019
O 1.5571 -3.0832 0.9749  -0.162
H 1.9393 -2.1502 0.8816  -0.071
H 3.9880 -4.3239 0.6206  0.448
H 4.6786 -6.3186 1.9734  0.425
H 3.3402 -7.0026 3.9812  0.465
H 1.6642 -5.3601 4.8797  0.429
H 0.9424 -3.4396 3.4954  0.385
N -4.1853 6.1239 -1.3813  -0.223
C -2.8480 5.9962 -1.0997  0.492
O -2.1048 6.9631 -0.9829  -0.107
C -2.3587 4.5980 -0.8847  1.153
C -3.1653 3.4679 -0.7081  -0.924
C -2.5712 2.2178 -0.4834  -1.113
N -1.2293 2.0263 -0.4492  1.569
C -0.4544 3.1245 -0.5982  -0.717
C -0.9793 4.4026 -0.7860  -0.970
H -4.5263 7.0451 -1.6121  0.305
H -4.7264 5.3390 -1.6935  0.208
H -4.2504 3.5275 -0.7376  0.381
H -3.1828 1.3255 -0.3215  0.411
H 0.6310 2.9895 -0.5481  0.244
H -0.2845 5.2352 -0.8805  0.509